{
  "formula": "C12H35NO15P3S",
  "method": "the ωB97M-V functional and the def2-TZVPD basis",
  "symbols": ["N", "C", "C", "C", "S", "O", "O", "O", "H", "H", "H", "H", "H", "H", "H", "H", "C", "O", "P", "O", "O", "C", "O", "C", "H", "H", "H", "H", "H", "H", "H", "H", "H", "C", "O", "P", "O", "O", "C", "O", "C", "H", "H", "H", "H", "H", "H", "H", "H", "H", "C", "O", "P", "O", "O", "C", "O", "C", "H", "H", "H", "H", "H", "H", "H", "H", "H"],
  "coordinates": [[2.638, -5.520, -0.055], [2.645, -4.210, 0.539], [1.390, -3.872, 1.362], [0.354, -2.989, 0.667], [-0.931, -3.843, -0.204], [-0.524, -4.387, -1.452], [-1.998, -2.880, -0.378], [-1.538, -4.983, 0.722], [1.666, -5.739, -0.280], [2.872, -3.413, -0.197], [3.484, -4.205, 1.247], [0.978, -4.804, 1.742], [1.723, -3.310, 2.238], [0.783, -2.305, -0.056], [-0.174, -2.431, 1.436], [-1.984, -4.517, 1.443], [1.896, -1.079, -2.666], [2.908, -1.279, -3.704], [4.359, -0.773, -3.173], [4.533, -1.372, -1.853], [3.956, 0.796, -3.137], [3.372, 1.484, -4.258], [5.901, -0.508, -3.678], [6.198, -0.521, -5.084], [1.607, -2.060, -2.293], [2.260, -0.465, -1.850], [1.030, -0.595, -3.115], [2.382, 1.861, -3.989], [3.248, 0.857, -5.143], [4.038, 2.313, -4.499], [5.665, 0.280, -5.606], [5.940, -1.482, -5.532], [7.268, -0.362, -5.197], [-0.444, 5.349, -1.742], [-0.465, 4.203, -0.885], [-0.278, 2.775, -1.622], [0.893, 2.845, -2.493], [-1.705, 2.924, -2.443], [-2.902, 3.354, -1.800], [-0.464, 1.153, -1.554], [-1.090, 0.567, -0.371], [0.470, 5.907, -1.553], [-0.497, 5.079, -2.793], [-1.307, 5.965, -1.487], [-3.285, 4.234, -2.321], [-2.745, 3.613, -0.753], [-3.643, 2.556, -1.863], [-2.123, 0.913, -0.282], [-0.534, 0.835, 0.526], [-1.091, -0.513, -0.476], [-4.496, 1.040, 2.515], [-3.786, 1.721, 3.555], [-2.475, 0.932, 4.164], [-1.674, 0.515, 3.008], [-3.374, -0.309, 4.776], [-4.572, -0.067, 5.507], [-1.388, 0.835, 5.423], [-1.566, 1.678, 6.569], [-4.340, 1.570, 1.577], [-4.178, 0.006, 2.403], [-5.558, 1.060, 2.767], [-5.393, -0.599, 5.024], [-4.826, 0.992, 5.552], [-4.454, -0.450, 6.523], [-2.506, 1.454, 7.082], [-1.549, 2.733, 6.289], [-0.740, 1.486, 7.250]],
  "nbo_charge": [-1.10, -0.22, -0.45, -0.67, 2.36, -0.91, -1.02, -0.87, 0.27, 0.13, 0.14, 0.21, 0.19, 0.25, 0.23, 0.50, -0.25, -0.82, 2.51, -1.07, -0.84, -0.26, -0.74, -0.26, 0.21, 0.21, 0.19, 0.23, 0.17, 0.17, 0.17, 0.18, 0.19, -0.24, -0.82, 2.51, -1.09, -0.83, -0.26, -0.72, -0.28, 0.19, 0.21, 0.18, 0.17, 0.18, 0.18, 0.17, 0.20, 0.24, -0.24, -0.82, 2.48, -1.06, -0.82, -0.26, -0.71, -0.27, 0.19, 0.22, 0.18, 0.19, 0.18, 0.18, 0.17, 0.18, 0.21],
  "charge": -1,
  "e_lumo_ha": 0.024,
  "e_homo_ev": -0.885
}

{
  "formula": "C12H36B3MgO6S3",
  "method": "the ωB97M-V functional and the def2-TZVPD basis",
  "symbols": ["Mg", "B", "H", "H", "H", "H", "B", "H", "H", "H", "H", "B", "H", "H", "H", "H", "C", "C", "C", "S", "O", "O", "C", "H", "H", "H", "H", "H", "H", "H", "H", "C", "C", "C", "S", "O", "O", "C", "H", "H", "H", "H", "H", "H", "H", "H", "C", "C", "C", "S", "O", "O", "C", "H", "H", "H", "H", "H", "H", "H", "H"],
  "coordinates": [[-0.894, -0.765, 0.335], [-2.956, -0.237, 0.724], [-2.307, 0.609, 0.562], [-3.422, -0.462, -0.224], [-2.423, -1.082, 1.131], [-3.669, -0.034, 1.508], [-0.374, -2.788, 0.103], [-0.363, -3.861, -0.010], [-1.266, -2.410, -0.373], [-0.374, -2.440, 1.124], [0.470, -2.379, -0.431], [-1.126, 2.472, -0.598], [-0.769, 1.454, -0.567], [-0.337, 3.176, -0.814], [-1.881, 2.548, -1.365], [-1.507, 2.766, 0.367], [4.566, -0.698, 0.276], [4.108, 0.695, 0.765], [3.269, 1.283, -0.271], [2.170, 0.015, -0.885], [2.047, 0.124, -2.354], [0.880, -0.208, -0.078], [3.330, -1.369, -0.530], [4.932, -1.226, 1.157], [5.400, -0.756, -0.423], [4.946, 1.386, 0.852], [3.592, 0.650, 1.724], [3.814, 1.591, -1.162], [2.635, 2.147, -0.071], [3.646, -1.727, -1.509], [2.743, -2.169, -0.078], [0.102, -1.029, -4.786], [-1.003, -0.168, -5.314], [-1.699, 0.318, -4.127], [-1.834, -1.079, -2.981], [-3.069, -1.786, -3.276], [-1.376, -0.648, -1.622], [-0.468, -2.016, -3.821], [0.687, -0.268, -4.269], [0.598, -1.490, -5.640], [-1.637, -0.791, -5.946], [-0.721, 0.614, -6.018], [-2.661, 0.782, -4.346], [-1.067, 1.016, -3.579], [-0.918, -2.900, -4.274], [0.204, -2.493, -3.107], [-2.000, 1.750, 4.332], [-1.425, 1.037, 5.550], [-0.471, -0.055, 5.009], [0.031, 0.437, 3.293], [-0.525, -0.493, 2.226], [1.444, 0.829, 3.255], [-0.961, 1.957, 3.337], [-2.340, 2.732, 4.661], [-2.819, 1.236, 3.829], [-2.123, 0.511, 6.200], [-0.863, 1.820, 6.060], [-0.812, -1.089, 4.957], [0.467, -0.029, 5.564], [-1.234, 2.161, 2.302], [-0.387, 2.831, 3.646]],
  "nbo_charge": [1.79, -0.86, -0.01, 0.00, -0.07, -0.01, -0.90, 0.01, -0.02, -0.02, -0.03, -0.78, -0.07, -0.05, -0.03, -0.05, -0.40, -0.43, -0.64, 2.12, -0.93, -0.98, -0.65, 0.22, 0.21, 0.22, 0.25, 0.24, 0.29, 0.24, 0.28, -0.43, -0.40, -0.65, 2.14, -0.92, -0.95, -0.64, 0.24, 0.21, 0.19, 0.22, 0.25, 0.27, 0.23, 0.26, -0.43, -0.40, -0.62, 2.10, -0.97, -0.95, -0.67, 0.21, 0.25, 0.23, 0.20, 0.25, 0.24, 0.33, 0.23],
  "charge": -1,
  "e_lumo_ha": 0.081,
  "de_lowest_kj_mol": 408.8,
  "e_homo_ev": -4.761
}